[1]
Computed, not measured: a cluster of 2 separate species, C5H15NPS2 in total, with ωB97M-V with the def2-TZVPD basis set.

Summary:
net charge: +1
HOMO: -12.3 eV
multiplicity: 1
E_tot: -37871.7460 eV

Atoms and positions in Å:
C -2.069 0.207 -1.051
C -3.661 -1.798 -1.107
C 3.390 1.185 1.916
C 2.221 2.109 -0.450
C -2.527 -1.173 -0.595
N -1.918 -1.799 0.345
P 2.175 0.728 0.642
S 3.196 -0.732 -0.503
S 0.358 0.346 1.223
H -2.879 0.799 -0.816
H -1.328 0.520 -0.378
H -1.924 0.263 -2.044
H -3.685 -2.806 -0.771
H -4.433 -1.182 -0.799
H -3.737 -1.737 -2.153
H 3.056 2.021 2.629
H 3.356 0.224 2.578
H 4.292 1.462 1.505
H 2.249 1.660 -1.448
H 1.276 2.669 -0.375
H 3.064 2.673 -0.377
H -1.172 -1.370 0.842
H -2.184 -2.714 0.636
H 2.883 -1.554 0.550


[2]
Computed, not measured: a structure of composition C22H41F6MnN2O5Si3, with ωB97M-V with the def2-TZVPD basis set.

Summary:
net charge: -1
HOMO (spin up / spin down): -5.4 / -5.3 eV
multiplicity: 2
E_tot: -107962.4471 eV

Atoms and positions in Å:
Mn -0.493 -0.314 0.250
C 0.298 1.095 -3.114
O -0.065 1.150 -1.760
Si -0.519 2.604 -1.044
C 0.975 3.804 -1.176
C -1.819 3.461 -2.176
C -1.079 1.974 0.622
Si -0.327 2.838 2.113
C -0.829 2.080 3.796
C -0.875 4.683 2.221
C 1.594 2.869 2.109
Si -2.899 1.427 0.707
C -3.579 0.710 -0.945
C -4.063 2.900 1.132
C -3.214 0.083 2.030
H -0.592 1.177 -3.745
H 0.794 0.150 -3.326
H 0.985 1.907 -3.362
H 1.101 4.191 -2.185
H 1.902 3.321 -0.889
H 0.831 4.654 -0.520
H -1.383 3.841 -3.097
H -2.272 4.298 -1.656
H -2.614 2.777 -2.445
H -1.879 2.239 4.014
H -0.259 2.505 4.617
H -0.652 1.010 3.785
H -1.939 4.762 2.415
H -0.681 5.202 1.288
H -0.353 5.212 3.013
H 1.966 1.971 1.628
H 2.001 2.898 3.118
H 1.990 3.724 1.571
H -4.092 1.443 -1.560
H -4.266 -0.111 -0.767
H -2.748 0.302 -1.516
H -3.913 3.716 0.434
H -3.872 3.285 2.126
H -5.109 2.615 1.091
H -2.558 -0.770 1.842
H -4.235 -0.285 2.003
H -3.017 0.437 3.032
C -2.635 -3.853 -1.512
C -1.500 -2.925 -1.033
O -1.895 -1.854 -0.366
C -0.675 -2.438 -2.263
F -0.090 -3.378 -3.032
F 0.325 -1.622 -1.844
F -1.430 -1.718 -3.100
C -0.506 -3.768 -0.170
F 0.485 -3.000 0.321
F 0.114 -4.770 -0.848
F -1.103 -4.360 0.862
H -3.350 -3.254 -2.071
H -3.128 -4.253 -0.630
H -2.246 -4.656 -2.134
C 1.693 -4.338 3.490
C 0.705 -4.008 4.600
C 0.315 -2.513 4.672
C -0.498 -2.305 5.965
C -1.064 -0.897 6.082
C 1.589 -1.701 4.725
O 2.313 -1.628 5.698
N 1.918 -1.077 3.557
C 1.074 -0.925 2.452
O 1.526 -0.324 1.461
N -0.162 -1.386 2.483
C -0.612 -2.191 3.475
O -1.722 -2.682 3.461
H 1.881 -5.410 3.473
H 2.642 -3.831 3.647
H 1.295 -4.040 2.526
H 1.135 -4.299 5.563
H -0.215 -4.576 4.446
H 0.146 -2.521 6.822
H -1.325 -3.016 5.957
H -0.268 -0.156 6.098
H -1.639 -0.803 7.001
H -1.721 -0.687 5.242
H 2.791 -0.566 3.515